No. 1
Below is a structure of composition C40H44ClFGe2MoN3O3 in a non-equilibrium geometry, with properties calculated with ωB97M-V with the def2-TZVPD basis set.

Each line ends with the Löwdin charge.
CARTESIAN COORDINATES (ANGSTROEM)
O 0.233 0.438 0.551  -0.1553
H 4.830 -2.435 2.390  0.1175
C 7.135 -1.779 0.810  -0.0620
C -1.071 4.215 -2.501  -0.1545
C 3.886 -1.138 -0.590  -0.1861
H 5.622 -3.089 -1.874  0.1429
H -3.867 -1.168 -5.827  0.0923
H 2.791 -3.056 6.339  0.1106
F 4.307 -1.041 -1.883  0.0637
Mo -1.681 1.286 0.691  1.0832
C -4.582 0.926 -3.273  -0.1314
N 5.991 -2.402 0.083  -0.0621
H -4.493 3.277 2.240  -0.0102
C -3.709 -0.488 -5.003  -0.1132
C -2.716 -2.750 0.902  -0.0653
C 3.031 -1.326 2.068  -0.1133
H -2.336 -2.501 1.883  0.0993
C -3.044 5.265 -1.684  -0.1332
H 2.036 -0.159 -0.981  0.1467
C 4.696 -1.778 0.340  -0.0923
C -4.790 0.049 -4.324  -0.0990
C -0.554 5.445 -2.863  -0.1076
C -6.774 3.510 -1.144  -0.2520
H -4.083 -3.590 -2.606  0.0974
Ge -2.896 2.312 -1.218  0.7224
H 4.133 -4.223 4.511  0.1010
H 2.707 -4.076 3.405  0.1134
H -4.025 5.196 -1.227  0.0658
Cl -1.811 3.682 1.459  0.5885
C 7.669 -3.561 -1.237  -0.1565
C 2.457 -2.985 5.316  -0.0731
C 6.433 -2.631 -1.309  -0.0777
H -0.492 3.316 -2.679  0.0869
C -3.301 1.268 -2.865  -0.3628
H 6.780 -1.389 1.764  0.1306
Ge -5.165 2.743 -0.198  0.7033
N 2.598 -1.387 3.378  -0.0009
H 7.507 -0.942 0.217  0.1453
C 0.981 -0.056 1.466  -0.2397
C 0.705 0.006 2.883  0.0019
N 7.807 -4.001 0.142  -0.0859
C -3.618 -4.341 -0.655  -0.1193
C 3.275 -2.166 4.363  -0.2753
H -6.056 4.001 1.882  0.0059
C -3.134 -4.027 0.610  -0.1188
H -3.113 7.400 -1.855  0.0966
C -3.696 -3.349 -1.626  -0.0982
O -0.304 1.113 4.704  0.0391
C -0.368 3.063 0.751  -0.7068
H 5.947 -3.349 0.493  0.1806
C -2.537 6.503 -2.039  -0.0971
H 8.206 -3.243 2.025  0.1268
H -7.066 2.919 -2.005  -0.0095
H 8.567 -3.032 -1.589  0.1272
H -4.885 0.607 1.169  -0.0131
H -1.223 0.944 -3.221  0.0833
C -2.228 0.709 -3.551  -0.1505
C -1.285 6.596 -2.623  -0.1116
H -4.584 4.796 1.350  -0.0115
H -0.879 7.562 -2.889  0.0921
H 9.190 -2.501 0.746  0.1268
C 2.216 -0.666 1.107  -0.0124
H 6.673 -1.671 -1.772  0.1395
C -3.295 -2.064 -1.348  -0.0364
H 0.424 5.512 -3.319  0.0925
H 4.175 -1.705 4.762  0.1542
C -2.423 -0.149 -4.615  -0.1102
C 4.227 -1.891 1.683  0.0691
C 8.192 -2.886 0.994  -0.1635
H -3.932 -5.350 -0.880  0.0870
C 3.249 -3.664 4.242  -0.0922
C -2.339 -0.443 0.235  -0.1971
C -0.397 0.848 3.513  -0.6099
H 7.519 -4.436 -1.870  0.1293
H -3.355 -1.295 -2.100  0.0793
C -5.703 0.962 0.533  -0.2734
O -1.352 1.226 2.770  -0.2096
H -3.092 -4.800 1.365  0.0913
H -5.862 0.222 -0.246  0.0013
H 0.437 3.113 1.491  0.0056
H 1.318 -0.579 4.812  0.1490
H -5.795 -0.224 -4.614  0.0974
H -0.105 3.681 -0.110  -0.0186
C -2.321 4.100 -1.902  -0.3677
C -2.777 -1.720 -0.073  -0.3418
H 8.458 -4.770 0.221  0.1315
H -6.585 4.525 -1.481  -0.0036
H 1.384 -2.962 5.212  0.1152
H -7.608 3.533 -0.448  0.0043
H -6.606 1.025 1.133  0.0048
C 2.669 -0.621 -0.243  0.1251
C 1.511 -0.646 3.753  0.0515
H -5.430 1.349 -2.748  0.0646
C -5.058 3.828 1.488  -0.2944
H -1.578 -0.573 -5.138  0.0927

Properties
relative energy (zero: lowest compared OMol25 entry of this formula, charge and spin)	3.318	eV
multiplicity	2
electronic energy	-182927.701	eV
F_max	4.3	eV/A
frontier orbital gap (alpha / beta)	3.31 / 3.44	eV
highest occupied orbital energy (alpha / beta)	-5.0 / -5.2	eV
LUMO energy (alpha / beta)	-1.729 / -1.709	eV



No. 2
Below is a structure of composition C46H44AlGeN4Sb in a non-equilibrium geometry, with properties calculated with ωB97M-V with the def2-TZVPD basis set.

Each line ends with the Löwdin charge.
CARTESIAN COORDINATES (ANGSTROEM)
H -11.076 4.858 12.155  0.1251
H -19.109 3.479 12.509  0.0705
H -18.532 7.313 11.124  0.1087
H -14.424 4.022 11.093  0.0765
H -11.095 -1.087 16.994  0.0893
H -17.306 0.161 15.177  0.0045
C -15.840 5.727 13.601  -0.1605
C -17.753 3.822 17.285  -0.2144
H -14.833 2.207 18.106  -0.0058
C -10.288 2.849 11.754  -0.2151
H -10.889 4.345 19.139  0.1199
H -21.116 2.707 13.658  0.0924
C -18.642 1.652 11.600  -0.3651
C -11.197 3.773 12.312  0.0067
N -13.036 0.384 15.626  0.0661
H -10.026 0.724 11.470  0.1197
C -15.123 -3.174 15.195  -0.0647
Sb -16.828 2.416 10.699  1.4466
Ge -16.733 2.312 16.400  0.8549
C -12.055 0.722 16.590  -0.1434
C -15.690 -1.280 12.042  -0.0250
H -17.694 5.126 14.510  0.0949
H -15.354 0.532 17.711  -0.0076
H -20.585 5.085 8.089  0.0895
C -14.529 -0.978 14.499  -0.1353
H -17.395 2.761 13.822  0.0673
C -17.956 4.130 10.082  -0.4001
H -16.304 1.431 18.897  0.0284
H -18.735 1.197 15.112  0.0221
H -9.919 2.100 19.579  0.1180
H -13.591 4.854 15.749  0.1331
H -17.217 4.701 17.700  0.0220
N -12.802 2.942 16.096  0.0987
H -15.666 -4.126 15.100  0.1198
C -11.287 2.628 17.989  -0.1664
H -20.245 7.213 9.337  0.0770
H -18.280 0.298 16.585  0.0128
H -16.196 -3.265 12.635  0.1180
C -18.695 6.402 10.524  -0.0937
C -20.611 2.073 12.979  -0.0817
N -12.549 2.107 13.321  0.0621
H -14.308 -3.919 17.022  0.1260
C -12.247 4.793 17.495  -0.0113
C -12.261 3.404 13.153  -0.0861
C -16.766 4.831 14.006  -0.1205
C -15.784 -2.330 12.948  0.0343
N -14.646 0.112 13.689  0.1089
C -14.664 5.337 12.786  -0.1626
Al -13.948 1.717 14.678  0.2166
C -18.957 4.068 9.079  -0.1290
H -16.045 -1.388 11.024  0.1095
C -14.922 4.183 12.032  -0.2915
C -13.686 -0.839 15.643  -0.2018
C -13.621 -1.866 16.541  -0.0156
H -12.129 0.174 12.669  0.1065
C -10.413 0.403 18.359  -0.0555
H -19.183 3.145 8.589  0.0806
H -21.958 0.461 13.334  0.1092
C -15.684 1.539 17.970  -0.2020
C -11.194 -0.098 17.300  -0.0158
H -15.081 3.774 15.252  -0.0028
C -11.439 4.001 18.274  0.0079
H -8.627 2.780 10.275  0.0875
C -8.968 3.329 11.173  -0.0412
C -11.813 1.183 12.640  -0.0656
H -18.518 -0.409 10.918  0.0771
C -16.489 3.363 13.773  -0.4248
H -9.746 -0.224 18.855  0.0879
H -20.676 -1.053 11.828  0.0920
C -19.771 5.173 8.795  -0.0884
C -15.821 3.155 12.383  -0.4274
C -20.303 -0.071 12.043  -0.1090
C -12.014 2.126 16.906  -0.1095
C -19.651 6.373 9.534  -0.0931
C -10.447 1.737 18.686  -0.0393
C -10.665 1.476 11.943  0.0021
H -15.218 0.846 11.884  0.0110
C -19.096 0.324 11.476  -0.1317
H -12.898 4.175 13.573  0.0760
C -12.957 4.199 16.407  -0.0834
H -18.430 4.268 16.537  -0.0033
H -16.010 6.779 13.811  0.0903
H -12.429 5.804 17.769  0.0983
C -15.207 -0.053 12.474  -0.0847
C -21.062 0.795 12.795  -0.1121
H -13.893 6.028 12.470  0.0724
C -15.156 -2.189 14.190  -0.1579
C -17.853 5.317 10.762  -0.1400
C -19.445 2.512 12.320  -0.1284
H -17.080 5.447 11.544  0.0749
C -14.375 -3.049 16.315  -0.0724
C -15.560 2.878 14.917  -0.3131
C -17.889 0.868 15.756  -0.1909
H -8.171 3.272 11.919  0.0883
H -13.068 -1.740 17.470  0.1065
H -18.378 3.471 18.109  0.0031
H -9.107 4.371 10.867  0.0779

Properties
relative energy (zero: lowest compared OMol25 entry of this formula, charge and spin)	0.000	eV
electronic energy	-124027.033	eV
F_max	2.3	eV/A
frontier orbital gap	4.88	eV
highest occupied orbital energy	-5.5	eV
LUMO energy	-0.605	eV



No. 3
Below is a cluster of 3 separate species, C18H16N5O5PS in total in a non-equilibrium geometry, with properties calculated with ωB97M-V with the def2-TZVPD basis set.

Each line ends with the natural charge from an NBO analysis.
CARTESIAN COORDINATES (ANGSTROEM)
H 5.818 -1.834 2.425  0.2438
C 0.324 2.641 -2.924  -0.1925
H -5.423 -1.422 -5.480  0.2260
S 2.575 -4.858 4.244  0.7775
H 0.639 -1.499 6.327  0.3883
O -1.217 0.757 -4.696  -0.3918
O 1.306 2.920 1.701  -0.4185
C -4.786 -2.544 -3.753  -0.1727
H -0.094 1.559 3.218  0.5071
C 4.271 0.050 2.672  -0.2091
C -1.495 2.884 -1.344  -0.2177
C -3.784 -2.742 -2.801  -0.2105
C -2.490 -0.971 -3.813  0.0863
H -1.858 -2.124 -2.078  0.2532
N 1.752 2.821 0.548  0.5135
C 1.245 2.653 -1.875  -0.1995
H 0.671 2.542 -3.951  0.2363
H -5.687 -3.155 -3.725  0.2230
N -1.289 -0.126 -3.830  0.5027
H 2.306 2.562 -2.099  0.2483
C -2.630 -1.958 -2.827  -0.2014
C -4.639 -1.568 -4.739  -0.2130
C 4.733 -1.528 2.771  -0.2278
P -0.016 -0.430 4.403  1.2123
N 1.437 -3.499 4.388  -0.5587
H 2.308 1.543 3.179  0.2675
H -3.906 -3.506 -2.036  0.2284
N 0.204 -0.535 6.205  -1.0985
H 1.023 0.124 6.370  0.3653
O -0.543 1.191 4.046  -0.9831
C 2.274 -2.345 3.836  0.0998
C 2.756 0.456 3.165  -0.2322
H -0.954 2.992 0.732  0.2442
H 5.017 0.895 2.279  0.2593
C -0.584 2.895 -0.286  -0.2063
O -0.418 -0.343 -2.974  -0.3652
H -3.392 -0.017 -5.547  0.2483
C -3.490 -0.776 -4.774  -0.2063
C -1.041 2.761 -2.658  -0.1746
C 1.786 -0.749 3.739  -0.3858
H -1.755 2.759 -3.480  0.2299
C 3.785 -2.756 3.347  0.1018
H -2.561 2.976 -1.145  0.2244
C 0.787 2.785 -0.558  0.0795
O 2.957 2.755 0.266  -0.3625
N 4.080 -4.236 3.535  -0.5390

Properties
SMILES	O=[N+]([O-])c1ccccc1.O=[N+]([O-])c1ccccc1.NP(O)c1cccc2nsnc12
electronic energy	-56722.865	eV
F_max	7.0	eV/A
frontier orbital gap	6.44	eV
highest occupied orbital energy	-8.0	eV
LUMO energy	-1.585	eV



electronic energy of number 3 (C18H16N5O5PS)?
-56722.865 eV